1.
90
Properties=species:S:1:pos:R:3:forces:R:3:lowdin_charge:R:1 method="wB97M-V/def2-TZVPD" homo_lumo_gap_ev="3.983 / 6.925" multiplicity=5 total_charge=+2 molar_mass_da=707.44 e_homo_ev="-10.0955 / -12.9422" energy_ev=-171195.239 s2=6.07
C -0.206 4.749 -4.001 -0.2316 0.3853 -0.7748 -0.003
C -0.523 3.582 -4.758 0.0896 1.6851 -0.3461 -0.229
C -0.797 3.769 -6.135 0.0472 0.3698 0.5434 -0.006
C -0.805 5.085 -6.654 0.1703 -0.8426 0.3344 -0.125
N -0.545 6.150 -5.906 -0.0562 0.5518 0.0549 0.058
C -0.253 6.021 -4.606 -0.0083 -1.5081 -0.2904 -0.114
C -0.592 2.338 -4.023 0.2575 -1.7269 1.1484 -0.058
C -0.479 1.886 -2.806 -0.0916 2.4375 -0.3521 -0.192
C -0.515 1.794 -1.399 -0.2250 0.3167 -1.0048 -0.268
C 0.678 1.919 -0.657 0.6724 -0.2793 0.7725 -0.045
C 0.657 1.643 0.689 0.1833 0.0940 -0.1623 -0.156
C -0.545 1.188 1.302 -0.3984 1.2159 1.9834 -0.539
C -1.751 1.132 0.579 -0.2997 0.2286 -0.6996 -0.142
C -1.752 1.507 -0.745 -0.4031 -0.6448 0.4097 -0.050
Fe -1.241 0.426 -3.653 0.7059 1.1153 -1.0955 0.635
P 2.250 -1.864 0.673 -0.6113 0.4967 0.6364 0.740
H -1.002 2.936 -6.804 -0.0237 0.0778 0.2671 0.106
H 0.066 4.686 -2.954 -0.1239 -0.1828 -0.0156 0.106
H -1.023 5.254 -7.727 0.1563 -0.0640 0.8051 0.121
H -0.039 6.926 -4.030 -0.0878 -0.2802 -0.3003 0.113
H -2.689 1.564 -1.312 0.3764 -0.0966 0.1999 0.126
H 1.581 2.272 -1.177 -0.3801 -0.2125 0.3831 0.129
H -2.666 0.807 1.088 0.1569 0.3385 -0.2885 0.117
H 1.558 1.770 1.298 -0.3152 0.0897 -0.2446 0.089
C 2.709 -3.473 1.371 0.0372 -0.4428 0.0752 -0.376
C 3.721 -4.346 0.626 0.3550 -0.0389 -0.3127 -0.109
H 1.773 -4.033 1.517 0.2133 0.2690 -0.0791 0.084
H 3.100 -3.247 2.373 -0.2198 0.0998 -0.1121 0.101
H 3.882 -5.253 1.220 -0.0593 0.1748 -0.1659 0.095
H 3.367 -4.657 -0.366 0.0486 0.1126 0.2775 0.074
H 4.703 -3.866 0.509 -0.3199 -0.0558 0.0214 0.080
C 2.184 -1.717 -1.149 -0.6431 -0.1317 -0.1862 -0.348
C 3.238 -0.836 -1.831 0.3448 0.2337 0.0812 -0.098
H 1.178 -1.314 -1.403 0.5503 -0.3291 0.3154 0.071
H 2.234 -2.747 -1.525 -0.0750 0.2129 0.0456 0.075
H 3.140 -0.947 -2.919 -0.0413 -0.0588 0.2936 0.096
H 3.082 0.228 -1.608 0.0613 -0.3133 0.0041 0.069
H 4.268 -1.110 -1.570 -0.3069 0.0630 -0.0803 0.076
C 3.294 -0.529 1.305 -0.0437 0.2899 0.1023 -0.386
C 4.781 -0.872 1.397 0.2779 0.1631 0.0510 -0.104
H 2.888 -0.237 2.284 0.1474 -0.1604 -0.1856 0.073
H 3.137 0.328 0.633 -0.0254 -0.2983 0.1736 0.074
H 5.312 0.041 1.712 -0.1048 -0.4579 -0.0913 0.100
H 4.977 -1.661 2.133 -0.0031 0.1928 -0.1631 0.082
H 5.196 -1.178 0.429 -0.0516 0.0493 0.2452 0.070
Br 0.255 -1.427 1.677 1.5138 -1.3486 -0.9988 0.653
P -1.982 -3.231 -2.514 -0.1931 -1.1997 0.6914 1.028
C -0.222 -3.639 -2.139 0.0351 0.4342 -0.1189 -0.470
C 0.089 -5.130 -2.248 0.0925 -0.1333 -0.0575 -0.143
H 0.006 -3.267 -1.129 0.0298 -0.0155 -0.2209 0.035
H 0.373 -3.058 -2.853 0.1118 -0.1901 -0.0121 0.068
H 1.173 -5.280 -2.343 -0.2336 -0.0771 0.0394 0.069
H -0.248 -5.684 -1.362 -0.0100 0.1370 -0.2500 0.078
H -0.392 -5.565 -3.132 0.1645 0.0429 0.2162 0.075
C -2.596 -3.273 -0.747 0.0155 0.0035 -0.2013 -0.423
C -3.973 -3.912 -0.614 -0.0853 0.0620 0.2043 -0.160
H -2.608 -2.241 -0.376 0.0424 -0.1205 0.1493 0.056
H -1.861 -3.827 -0.147 -0.1354 0.1021 -0.1628 0.068
H -4.240 -3.990 0.445 -0.0868 -0.0066 -0.1676 0.075
H -4.732 -3.301 -1.113 0.0117 -0.1785 0.0352 0.072
H -3.994 -4.919 -1.042 -0.0109 0.2008 0.0238 0.074
C -1.949 -1.405 -2.838 -0.1727 -0.7593 0.7154 -0.476
C -2.421 -1.254 -4.295 -0.8249 -0.4815 -0.6979 -0.186
H -0.905 -1.070 -2.608 0.0441 -0.2990 0.1711 0.053
H -2.640 -1.016 -2.075 0.1456 0.3688 -0.4420 0.084
H -2.502 -0.219 -4.739 -0.6123 -0.3927 -0.2621 0.066
H -1.812 -1.863 -4.980 -0.2038 0.2148 0.1988 0.100
H -3.457 -1.629 -4.333 0.4459 0.1988 -0.1608 0.110
C -0.180 1.317 6.067 -0.6420 0.2343 -0.3807 -0.149
N 0.401 2.403 5.263 -0.0212 0.0361 -0.0011 -0.149
C -0.520 3.567 5.216 -0.1751 -0.6123 0.1346 -0.146
N -1.876 3.200 4.762 -0.1665 -0.1661 0.3509 -0.148
C -2.421 2.083 5.576 0.5384 0.0783 -0.1751 -0.145
N -1.531 0.892 5.586 0.4155 0.3723 -0.1060 -0.132
C -1.460 0.237 4.266 0.0074 -0.0538 -0.0173 -0.256
P -0.765 1.453 3.075 0.0335 0.2790 -1.5336 1.026
C 0.772 1.948 3.918 -0.0825 0.2118 0.2557 -0.241
C -1.899 2.872 3.339 0.2434 0.0058 0.3679 -0.226
H -0.296 1.690 7.095 0.0625 -0.2452 -0.2872 0.140
H 0.494 0.455 6.041 -0.1086 0.1230 0.1437 0.130
H -0.098 4.308 4.523 -0.1524 -0.0575 0.3323 0.136
H -0.591 3.975 6.235 0.0414 -0.0585 -0.4110 0.142
H -3.399 1.782 5.170 0.2832 0.2172 0.2440 0.135
H -2.524 2.436 6.616 -0.0378 -0.2018 -0.4581 0.141
H -0.801 -0.646 4.289 -0.2724 0.1832 0.2187 0.068
H -2.461 -0.076 3.927 0.2734 0.0452 0.2028 0.113
H 1.266 2.761 3.367 -0.0978 -0.2171 0.1477 0.111
H 1.458 1.091 3.990 -0.1124 0.2047 -0.0489 0.101
H -2.922 2.622 3.022 0.2952 0.0257 0.0031 0.114
H -1.541 3.718 2.739 -0.1110 -0.1055 0.0513 0.119

---

2.
90
Properties=species:S:1:pos:R:3:forces:R:3:lowdin_charge:R:1 method="wB97M-V/def2-TZVPD" homo_lumo_gap_ev=6.942 total_charge=+2 molar_mass_da=841.83 e_homo_ev=-13.4827 energy_ev=-134261.125
C 1.935 3.969 -0.873 -0.1930 -0.0666 -0.1027 -0.017
C 0.877 3.409 -1.617 0.5320 -0.0245 -0.2868 -0.240
C 1.081 3.183 -2.995 0.0827 0.1492 0.2456 -0.020
C 2.316 3.523 -3.554 -0.3336 -0.1145 0.5564 -0.125
N 3.309 4.029 -2.824 0.3663 0.1597 -0.2240 0.074
C 3.131 4.270 -1.526 -0.5171 -0.2947 -0.0514 -0.128
C -0.377 3.063 -0.998 -1.8525 -0.6923 0.9609 0.007
C -1.445 2.738 -0.472 1.9654 0.8212 -1.0705 -0.052
C -2.759 2.612 0.096 -0.7572 -0.3071 0.4268 -0.244
C -3.241 1.403 0.646 -0.0170 0.1232 -0.0915 -0.100
C -4.516 1.312 1.199 0.2367 0.2969 -0.2172 -0.123
C -5.340 2.434 1.186 -0.1185 0.2319 -0.0330 -0.664
C -4.900 3.652 0.648 0.2648 -0.4823 0.0438 -0.080
C -3.615 3.735 0.116 0.1883 -0.2713 0.0240 0.001
Pb -0.178 -0.024 0.353 0.0273 0.8052 -1.1834 1.207
P 2.425 -0.563 -0.687 0.9137 -0.2573 -0.1708 0.834
H 0.292 2.773 -3.622 0.0881 0.0992 0.1755 0.119
H 1.826 4.179 0.191 -0.0630 -0.0468 -0.2684 0.121
H 2.496 3.368 -4.621 0.0430 0.0824 0.3354 0.121
H 3.965 4.714 -0.973 -0.2301 -0.1471 -0.2642 0.121
H -3.243 4.671 -0.296 -0.1795 -0.1754 0.0954 0.132
H -2.635 0.486 0.634 -0.3907 0.4939 -0.0294 -0.004
H -5.548 4.521 0.640 0.0452 -0.1357 0.0348 0.117
H -4.873 0.380 1.625 0.0264 0.1048 -0.0748 0.105
C 3.058 -2.264 -0.359 -0.3927 -0.1347 0.2102 -0.399
C 4.173 -2.766 -1.274 0.3698 -0.2403 -0.0420 -0.128
H 2.186 -2.935 -0.438 0.2643 0.1387 0.0409 0.071
H 3.378 -2.295 0.695 -0.1392 0.0085 -0.2493 0.079
H 4.403 -3.807 -1.017 -0.0809 0.1904 -0.0722 0.092
H 3.887 -2.747 -2.330 0.0493 -0.0090 0.2180 0.074
H 5.106 -2.201 -1.154 -0.3420 -0.1574 -0.0575 0.064
C 2.661 -0.303 -2.498 -0.6715 0.0500 -0.1841 -0.382
C 4.040 0.172 -2.954 0.3088 0.0377 -0.1857 -0.124
H 1.898 0.433 -2.808 0.2472 -0.1981 0.0479 0.061
H 2.394 -1.250 -2.995 0.0067 0.2696 0.2027 0.076
H 4.058 0.228 -4.050 -0.0736 0.0193 0.2381 0.094
H 4.275 1.175 -2.579 -0.0471 -0.2216 -0.0590 0.069
H 4.845 -0.514 -2.662 -0.3049 0.2057 -0.1164 0.060
C 3.637 0.572 0.117 -0.3281 0.2188 0.2308 -0.388
C 5.076 0.072 0.203 0.4848 0.0822 0.0200 -0.125
H 3.258 0.783 1.132 0.1107 -0.0361 -0.2515 0.065
H 3.590 1.528 -0.425 -0.0701 -0.1928 0.1177 0.066
H 5.681 0.811 0.745 -0.1639 -0.1727 -0.0665 0.093
H 5.158 -0.878 0.743 -0.0250 0.2274 -0.0869 0.075
H 5.543 -0.047 -0.783 -0.2066 0.0448 0.3669 0.063
Br -7.093 2.275 1.900 0.4001 0.1194 -0.1590 0.795
P -1.660 -1.696 -1.659 -0.3191 -0.3230 -0.0692 0.861
C -0.707 -2.637 -2.917 0.5402 0.1377 0.1426 -0.406
C -1.347 -3.918 -3.442 -0.0368 -0.2451 -0.3576 -0.129
H 0.269 -2.863 -2.452 -0.2975 -0.0090 -0.1956 0.059
H -0.499 -1.942 -3.744 0.0256 -0.1227 0.2218 0.081
H -0.627 -4.431 -4.090 -0.1211 0.0431 0.1241 0.089
H -1.614 -4.612 -2.639 0.0546 0.1204 -0.1747 0.071
H -2.238 -3.726 -4.054 0.2305 -0.0001 0.2496 0.071
C -2.772 -2.924 -0.853 0.2059 0.0637 0.4756 -0.406
C -4.098 -3.232 -1.538 -0.2952 -0.2976 -0.0907 -0.130
H -2.963 -2.540 0.164 0.0108 -0.1381 -0.2840 0.065
H -2.181 -3.843 -0.725 -0.1201 0.2313 0.0622 0.081
H -4.676 -3.903 -0.892 0.0624 0.1386 -0.1175 0.090
H -4.706 -2.334 -1.698 0.1378 -0.1906 0.0184 0.073
H -3.971 -3.751 -2.497 0.0077 0.2265 0.2676 0.069
C -2.779 -0.592 -2.623 0.1910 0.4617 0.3093 -0.394
C -3.189 -1.075 -4.012 -0.2974 -0.0054 -0.2772 -0.127
H -2.263 0.381 -2.697 -0.1879 -0.2401 -0.0221 0.074
H -3.669 -0.415 -2.000 0.2601 0.0203 -0.0864 0.079
H -3.783 -0.289 -4.495 0.1513 -0.1406 0.0765 0.091
H -2.328 -1.273 -4.659 -0.1752 0.0342 0.1202 0.071
H -3.822 -1.971 -3.982 0.2564 0.2275 0.0448 0.068
C 0.099 0.852 3.417 -0.0236 -0.5993 0.7388 -0.175
N -0.014 -0.492 2.710 0.2531 -0.4610 0.5685 -0.304
C -1.217 -1.234 3.267 0.4363 0.2946 0.7108 -0.168
N -1.092 -1.418 4.718 0.5398 0.3809 -0.5050 -0.078
C -0.963 -0.088 5.362 -0.0053 0.0328 -0.2761 -0.137
N 0.219 0.666 4.874 -0.0418 -0.6723 -0.6743 -0.075
C 1.422 -0.159 5.150 -0.1159 0.0110 -0.2836 -0.138
N 1.356 -1.485 4.486 -0.4223 0.3452 -0.2126 -0.080
C 1.228 -1.299 3.042 -0.4205 0.2509 0.7969 -0.186
C 0.150 -2.178 4.997 -0.0689 0.0884 -0.2741 -0.139
H -0.803 1.441 3.195 0.2479 -0.1278 -0.0060 0.129
H 1.000 1.364 3.044 -0.2804 -0.0920 0.0415 0.124
H -1.260 -2.213 2.772 -0.0699 0.1564 0.1004 0.127
H -2.122 -0.644 3.046 0.2849 -0.1983 0.0390 0.125
H -0.855 -0.236 6.447 -0.1463 0.1234 -0.3741 0.140
H -1.866 0.497 5.137 0.1950 -0.1365 0.2223 0.135
H 2.307 0.377 4.781 -0.1486 -0.1198 0.2248 0.133
H 1.490 -0.320 6.237 0.0994 0.1235 -0.4059 0.140
H 1.135 -2.272 2.541 0.0879 0.1353 0.1298 0.128
H 2.103 -0.752 2.656 -0.2031 -0.1568 0.1075 0.111
H 0.251 -2.287 6.085 -0.0338 -0.1175 -0.3552 0.139
H 0.077 -3.159 4.511 0.0284 0.1443 0.2554 0.134

---

3.
84
Properties=species:S:1:pos:R:3:forces:R:3:lowdin_charge:R:1 method="wB97M-V/def2-TZVPD" homo_lumo_gap_ev="5.929 / 7.235" multiplicity=5 total_charge=+1 molar_mass_da=649.62 e_homo_ev="-9.0349 / -10.2971" energy_ev=-77321.778 s2=6.05
Ho 0.363 -2.585 0.194 0.0932 -0.0584 -3.6927 1.229
C 0.376 -0.403 1.607 0.6204 -1.6279 1.7455 -0.292
C -0.765 -1.217 1.940 0.9004 0.4606 0.7990 -0.325
C 1.131 -2.438 2.415 -0.8587 0.9229 1.2985 -0.394
C 1.597 -1.160 1.901 -2.1989 0.2452 1.6776 -0.256
C -0.305 -2.469 2.431 0.8977 1.4165 1.2668 -0.376
C 0.324 1.050 1.839 -0.0632 1.0324 -0.2850 -0.041
H -0.652 1.450 1.587 0.1592 0.1675 0.1921 0.047
H 1.059 1.682 1.331 -0.0240 -0.3099 -0.0342 0.070
H 0.472 1.218 2.913 -0.0178 0.0158 -0.0074 0.120
C 2.767 -0.450 2.555 1.0608 0.2367 -0.0169 -0.033
H 2.677 0.652 2.657 -0.4468 -0.7341 -0.2457 0.062
H 3.749 -0.573 2.096 0.0115 -0.2302 -0.3192 0.076
H 2.920 -0.834 3.579 -0.2928 0.0729 -0.3267 0.087
C 1.961 -3.445 3.108 0.7317 -0.3959 -0.1882 -0.033
H 2.583 -2.941 3.875 -0.0434 -0.4143 -0.4544 0.093
H 2.598 -3.936 2.351 0.2628 -0.1365 0.6997 0.088
H 1.368 -4.214 3.620 0.1164 0.2108 -0.2295 0.083
C -1.207 -3.569 2.862 -0.1502 -0.3155 0.1423 -0.028
H -0.917 -4.047 3.809 0.2199 -0.0881 -0.5153 0.098
H -1.280 -4.305 2.051 -0.1146 -0.5622 0.2342 0.080
H -2.228 -3.225 3.037 0.1491 0.0903 -0.1858 0.077
C -2.148 -0.728 2.201 -0.9867 -0.2430 -0.2921 -0.024
H -2.645 -1.350 2.950 0.1971 0.0549 -0.0318 0.079
H -2.813 -0.780 1.329 0.0200 0.2140 0.0382 0.086
H -2.197 0.282 2.614 0.2278 0.0296 -0.2188 0.095
C -0.344 2.798 -0.681 -0.4963 0.1814 0.9887 -0.127
C -1.293 3.409 0.050 0.7151 0.9038 -0.6522 -0.120
C -2.642 2.815 0.284 0.4237 -0.6470 0.1310 -0.178
C -3.347 2.741 -1.128 -0.6157 0.8883 0.9405 -0.147
C -3.732 1.344 -1.521 0.0404 -0.5635 0.4012 -0.102
C -2.890 0.310 -1.377 -0.3682 0.1539 -0.0694 -0.156
C -1.523 0.432 -0.732 0.3812 -0.5053 0.6532 -0.265
C -0.445 1.412 -1.281 0.6315 -0.4922 -0.4494 -0.183
H -3.191 3.268 1.143 0.0892 0.2646 -1.2099 0.130
H -2.710 3.201 -1.940 -0.5704 -0.4145 0.9904 0.136
H -2.444 1.799 0.675 -0.9544 1.1285 -0.1353 0.059
H -0.504 1.513 -2.394 0.0149 -0.0275 0.8259 0.090
H 0.661 3.225 -0.747 -0.4803 0.2523 -0.3219 0.096
H -1.195 4.478 0.305 0.4435 -0.6566 0.2304 0.116
H 0.556 0.947 -1.080 -0.7098 0.1443 -0.2271 0.110
H -1.678 0.736 0.313 0.3665 -0.8575 -0.9353 0.030
H -3.164 -0.676 -1.809 0.0321 0.6126 0.6551 0.105
H -1.072 -0.583 -0.596 -0.4262 0.8101 -0.5811 0.031
H -4.215 3.407 -0.980 0.0646 -0.4619 -0.6962 0.112
H -4.738 1.177 -1.922 0.4274 0.0328 -0.0855 0.115
P -0.474 -1.024 -3.340 0.1133 0.2742 -1.6830 0.878
P -0.112 -3.977 -2.388 -0.6264 -2.1112 -3.0410 0.756
C -0.723 -2.347 -4.651 -0.0481 0.2278 0.3536 -0.445
C -0.002 -3.626 -4.271 0.8071 0.2718 0.5081 -0.419
H -0.397 -1.979 -5.632 -0.0154 0.0158 0.1996 0.093
H -1.808 -2.498 -4.735 0.2388 -0.1782 0.1434 0.072
H -0.407 -4.483 -4.838 0.2139 0.1723 0.5789 0.088
H 1.070 -3.565 -4.500 -0.1484 0.0799 -0.1309 0.076
C 0.391 -5.768 -2.586 0.2645 0.0893 0.5219 -0.299
H 0.090 -6.267 -1.654 0.2631 -0.1608 -0.2597 0.035
H 1.481 -5.833 -2.702 -0.2214 -0.0936 0.1459 0.041
H -0.073 -6.296 -3.440 0.0459 0.5117 0.4157 0.057
C -1.913 -4.326 -2.532 -0.1677 0.1003 0.6616 -0.297
H -2.154 -4.845 -3.471 0.2101 0.2039 0.3215 0.063
H -2.476 -3.394 -2.472 -0.2189 -0.1166 0.0726 0.027
H -2.163 -4.982 -1.697 -0.4024 0.0951 0.0038 0.040
C 1.024 -0.221 -4.118 0.1175 0.0343 0.3886 -0.266
H 1.510 0.432 -3.379 -0.0001 -0.2138 -0.2847 0.027
H 0.696 0.411 -4.961 0.2629 -0.4556 0.2199 0.048
H 1.740 -0.989 -4.455 -0.2248 0.3707 0.1240 0.043
C -1.737 0.128 -4.071 -0.4422 0.0671 -0.1713 -0.258
H -2.199 -0.462 -4.877 0.1237 0.6467 0.0153 0.047
H -1.264 1.044 -4.445 -0.0890 -0.3516 -0.1730 0.050
H -2.535 0.454 -3.399 0.4607 -0.2636 -0.3741 0.000
C 3.437 3.059 1.281 0.1015 -0.0291 -0.1654 0.054
C 3.288 4.032 2.266 -0.3307 0.6641 0.7457 -0.313
C 4.009 3.997 3.507 -0.4156 -0.0038 -0.3025 -0.037
C 3.792 4.945 4.494 -0.2168 -0.3461 -0.4466 -0.085
C 2.833 5.941 4.310 0.0335 0.0198 -0.1004 -0.085
C 2.119 6.015 3.114 -0.2605 -0.2240 -0.4732 -0.088
C 2.335 5.092 2.103 0.1846 -0.3414 -0.0151 -0.042
H 4.062 2.194 1.427 0.1932 -0.0367 0.0152 0.051
H 2.955 3.169 0.319 -0.0757 -0.0159 0.0365 0.049
H 4.683 3.167 3.676 0.1582 0.0936 0.0134 0.106
H 4.326 4.883 5.430 0.1004 -0.0110 0.0731 0.102
H 2.620 6.638 5.107 0.0483 0.0925 0.0092 0.102
H 1.349 6.773 2.974 0.2374 -0.1007 0.0994 0.106
H 1.746 5.090 1.175 0.2455 0.2224 0.4506 0.105